# 1
Computed, not measured: a 12-piece molecular cluster, BF4H22O11 overall, with ωB97M-V/def2-TZVPD.

CARTESIAN COORDINATES (ANGSTROEM)
B -0.12722 0.18005 0.55449
F -0.28773 -0.14691 1.81505
F -0.21887 -0.98081 -0.31650
F -1.05286 1.01702 0.13154
F 1.09215 0.88962 0.44653
O 1.48905 -2.47731 -4.18866
H 1.47272 -1.52076 -4.21982
H 2.28371 -2.68793 -3.69837
O -2.44088 4.92833 0.79689
H -1.84741 4.22659 0.52932
H -1.87198 5.68691 0.92779
O -3.39678 1.08001 3.95297
H -3.53280 2.02686 3.91798
H -2.50931 0.95250 3.61775
O -4.42801 -1.21397 -1.23541
H -4.26417 -1.93581 -1.84232
H -3.56090 -0.85134 -1.05414
O 3.72411 1.86456 -2.95302
H 4.59102 1.82015 -2.54962
H 3.14485 2.14952 -2.24627
O -4.36334 3.10216 -3.25221
H -3.82900 3.63419 -3.84184
H -3.73134 2.56438 -2.77514
O 2.18611 -2.90808 2.44060
H 1.86495 -2.35003 1.73231
H 1.43653 -3.00582 3.02780
O -0.48932 -5.33994 -1.83100
H 0.10539 -5.76839 -1.21539
H 0.07220 -4.75460 -2.33922
O 2.63799 -1.60059 6.47914
H 3.18016 -2.06273 5.83984
H 1.81954 -1.42269 6.01575
O 4.50485 0.43498 3.20871
H 4.31952 -0.50406 3.19959
H 3.98414 0.78938 2.48794
O -0.87178 1.18259 -4.09805
H -0.63554 0.97765 -3.19339
H -0.44993 2.02413 -4.27149

Properties
Charge   -1
Orbital gap   11.024 eV
HOMO   -8.715 eV
Energy relative to the best compared isomer or geometry (same formula, charge and spin)   51.1 kcal per mole
Energy   -34434.596 eV
LUMO energy   2.3092 eV



# 2
Computed, not measured: BF4Tl as an isolated structure, with ωB97M-V/def2-TZVPD.

CARTESIAN COORDINATES (ANGSTROEM)
Tl -1.32561 1.03927 2.24861
B 0.28641 -0.21808 -0.49134
F 0.54453 -1.30687 -1.22694
F 0.83604 0.89407 -1.00752
F -1.06104 0.02299 -0.37029
F 0.71966 -0.43138 0.84749

Properties
Charge   +1
Orbital gap (alpha / beta)   12.859 / 5.644 eV
HOMO (alpha / beta)   -18.099 / -18.018 eV
Energy   -16233.763 eV
LUMO energy (alpha / beta)   -5.2406 / -12.3736 eV
Multiplicity   2



# 3
Computed, not measured: a 11-piece molecular cluster, BH24O10 overall, with ωB97M-V/def2-TZVPD.

CARTESIAN COORDINATES (ANGSTROEM)
B 0.17547 0.19526 0.18373
H 0.28671 -0.88144 0.67331
H 0.97754 0.82913 0.83533
H 0.60505 0.15946 -0.93074
H -0.92235 0.63575 0.32317
O -0.18822 -3.16892 -0.09486
H -0.30924 -3.01109 0.84893
H -0.02396 -2.29195 -0.46336
O 3.37635 0.01009 -0.01617
H 3.57022 0.75426 0.56282
H 2.40497 -0.01383 0.00197
O 1.82709 -0.92889 2.78244
H 1.36670 -0.55240 2.01071
H 1.13651 -1.40476 3.25754
O -1.06729 1.74680 2.62269
H -0.42723 1.48356 1.93866
H -0.53846 2.17787 3.29985
O 0.75035 2.85629 -1.05896
H 1.66599 3.14816 -1.07020
H 0.76883 1.98871 -0.59888
O -1.18167 2.02268 -3.06287
H -1.08673 2.60712 -3.81855
H -0.49212 2.30782 -2.43283
O 2.62059 -0.78235 -2.58016
H 3.08880 -0.63223 -1.74385
H 1.69897 -0.57115 -2.38650
O -2.04702 -0.30307 -1.82073
H -1.81763 0.40097 -2.45372
H -1.48596 -0.08325 -1.05826
O -3.82271 -1.42530 0.09952
H -3.72027 -2.14681 -0.52705
H -3.21986 -0.75080 -0.24894
O -1.18425 -1.73681 2.55651
H -0.68618 -1.18126 1.93338
H -2.09898 -1.45762 2.43607

Properties
Charge   -1
Orbital gap   10.407 eV
HOMO   -7.717 eV
Energy relative to the best compared isomer or geometry (same formula, charge and spin)   4.1 kcal per mole
Energy   -21542.921 eV
LUMO energy   2.6902 eV



# 4
Computed, not measured: a 11-piece molecular cluster, BH26NO9 overall, with ωB97M-V/def2-TZVPD.

CARTESIAN COORDINATES (ANGSTROEM)
N 6.51600 6.87300 16.72500
H 6.83100 6.01400 16.85500
H 5.48300 6.96700 17.05600
H 6.31000 7.08600 15.64700
H 7.22300 7.48200 16.97300
B 10.46600 6.71900 17.77300
H 9.33900 6.64000 18.12700
H 11.20500 5.97700 18.54700
H 10.36300 6.18600 16.66400
H 10.59700 7.83200 17.58900
O 10.01500 3.86200 14.57600
H 9.27100 3.33300 14.64500
H 10.18700 4.45700 15.20600
O 14.33600 5.67200 18.49200
H 14.42600 6.70200 18.56200
H 13.46200 5.66200 18.41100
O 13.03700 7.71500 15.65400
H 12.23800 7.46800 16.18800
H 12.92100 8.10600 14.78700
O 6.25900 7.29400 19.60400
H 6.81600 6.53300 19.70200
H 5.37000 6.94900 19.90400
O 10.06200 10.46400 16.09500
H 10.91400 10.18600 16.33000
H 9.72200 9.71700 15.57800
O 11.84800 4.64500 21.37200
H 11.64200 4.83700 20.52300
H 11.42200 3.86000 21.76000
O 10.94900 8.35500 20.86000
H 10.88500 7.46400 20.39100
H 11.99000 8.53100 20.94900
O 8.18300 6.00100 14.19200
H 8.86200 5.26400 14.27100
H 8.13000 5.96400 13.25100
O 9.99000 10.57100 19.00300
H 10.34500 10.40700 18.18000
H 9.72000 9.74000 19.51000

Properties
Orbital gap   8.026 eV
HOMO   -9.412 eV
Energy relative to the best compared isomer or geometry (same formula, charge and spin)   50.8 kcal per mole
Energy   -21010.571 eV
LUMO energy   -1.3860 eV



# 5
Computed, not measured: a 12-piece molecular cluster, BH26O11 overall, with ωB97M-V/def2-TZVPD.

CARTESIAN COORDINATES (ANGSTROEM)
B -0.10785 0.11764 0.22511
H 0.82203 0.65716 -0.02254
H 0.06970 -0.84788 1.15732
H -0.76911 0.89616 0.78387
H -0.50659 -0.28199 -0.73280
O 0.38222 -1.56941 -3.57881
H -0.22853 -1.22157 -4.34215
H 0.21949 -0.85432 -2.92217
O -2.12287 -2.94299 -0.05205
H -1.63470 -2.28002 0.02699
H -3.03565 -2.44074 0.02667
O -2.38858 1.25100 3.35228
H -1.93095 1.39290 2.59199
H -1.78250 0.98325 4.04725
O 1.12357 3.51575 -0.78563
H 0.95530 2.86468 -0.19975
H 1.98838 3.53097 -0.41553
O 1.66794 1.27331 3.21533
H 2.38266 1.04797 3.59058
H 1.85316 1.10795 2.33099
O 3.47947 -0.25864 -1.52721
H 3.04593 -0.95950 -0.98554
H 2.77441 0.31290 -1.92974
O -3.41006 -0.59784 0.88250
H -3.55583 0.09430 0.36844
H -2.64380 -0.40900 1.27474
O -2.73678 0.20620 -2.99925
H -2.32068 0.68166 -3.63966
H -2.03281 0.10278 -2.40280
O 2.28198 -2.36031 -0.06859
H 2.60877 -2.56967 0.68516
H 1.52265 -1.88965 -0.06300
O -0.24647 -0.73539 4.17413
H -0.24999 -1.50798 3.74654
H 0.19326 -0.17215 3.72088
O 1.68426 1.09787 -2.91828
H 0.94278 1.75371 -2.73293
H 1.70576 1.01086 -3.88230

Properties
Charge   -1
Orbital gap   8.944 eV
HOMO   -6.563 eV
Energy relative to the best compared isomer or geometry (same formula, charge and spin)   120.9 kcal per mole
Energy   -23617.802 eV
LUMO energy   2.3805 eV



# 6
Computed, not measured: BH28NiO12 as an isolated structure, with ωB97M-V/def2-TZVPD.

CARTESIAN COORDINATES (ANGSTROEM)
Ni 1.47115 -1.49027 0.15986
B -0.38248 -0.18863 0.25439
H -0.47866 -0.23261 -0.81942
H 0.56516 0.22726 0.55977
H -1.17299 0.28900 0.81225
H -0.34629 -1.20563 0.61304
O 0.73377 -2.82884 -1.23554
H 0.04425 -3.19059 -1.79225
H 1.29384 -3.57741 -1.03016
O -3.35135 -0.38698 1.52515
H -3.62066 0.39155 2.01260
H -2.45511 -0.19798 1.24719
O 0.82771 2.48357 -1.89056
H 1.01854 1.56407 -2.07585
H -0.12639 2.54481 -1.93731
O -1.98317 3.03521 1.50830
H -1.16511 2.76211 1.92356
H -2.07694 2.45118 0.75574
O 0.64247 0.36196 4.11539
H 0.57303 0.95692 3.36878
H -0.17723 -0.13224 4.10549
O 1.29284 -2.99102 1.65478
H 0.73877 -3.34680 2.34952
H 2.02634 -3.60316 1.59563
O 0.45607 0.12568 -3.17920
H 0.18129 0.84145 -3.75227
H -0.36267 -0.26076 -2.86844
O -1.83309 -1.39297 -2.94155
H -1.56974 -2.30240 -2.80078
H -2.69261 -1.45380 -3.35839
O -2.24689 2.34595 -1.19577
H -1.73043 1.54284 -1.12865
H -2.75338 2.23899 -2.00091
O 0.63984 2.21081 1.92090
H 0.55278 1.78618 1.06747
H 1.58360 2.31535 2.04178
O 2.62262 -0.48506 1.63242
H 3.44633 -0.86397 1.93927
H 2.63653 0.41501 1.95787
O 2.32346 -0.45743 -1.37920
H 3.12044 0.01793 -1.61390
H 1.73445 -0.31940 -2.12098

Properties
Charge   +1
Orbital gap (alpha / beta)   7.972 / 6.851 eV
HOMO (alpha / beta)   -12.401 / -12.400 eV
Energy relative to the best compared isomer or geometry (same formula, charge and spin)   70.9 kcal per mole
Energy   -66734.984 eV
LUMO energy (alpha / beta)   -4.4289 / -5.5493 eV
Multiplicity   3